1.
Molecular formula: C3H10N2O2
Method: DFT, wB97M-V/def2-TZVPD

Geometry as XYZ:
```
17
Properties=species:S:1:pos:R:3:lowdin_charge:R:1
N -0.8608 -0.8156 1.6299 0.028
C -0.6421 -0.8099 0.2175 -0.393
N 0.5017 -1.6364 -0.1307 0.014
C -0.4598 0.7260 -0.7599 -0.298
O 0.2155 0.3608 -1.9138 -0.038
C 0.3642 1.3634 0.2689 -0.125
O 0.6847 2.7725 -0.4822 -0.147
H -1.1905 -1.7224 1.9502 0.078
H 0.0190 -0.6565 2.1138 0.073
H -1.5243 -1.2187 -0.2811 0.121
H 0.2843 -2.2253 -0.9352 0.085
H 0.7687 -2.2796 0.6094 0.078
H -1.4144 1.2059 -0.9673 0.149
H 0.9369 -0.2424 -1.6110 0.092
H 1.3435 0.9286 0.4518 0.117
H -0.1664 1.7121 1.1496 0.117
H 1.1400 2.5374 -1.3098 0.047
```

Calculated values
SMILES   NC(N)[C@H](O)CO
ΔE to the lowest compared entry with this formula, charge and spin   72.88 kcal/mol
Gap between HOMO and LUMO   9.44 eV

---

2.
Molecular formula: C3H10N2O2
Method: DFT, wB97M-V/def2-TZVPD

Geometry as XYZ:
```
17
Properties=species:S:1:pos:R:3:lowdin_charge:R:1
C -0.0013 2.4036 -0.8813 -0.143
N 0.9764 1.3623 -0.9954 -0.019
O 0.8547 0.1969 0.2115 -0.027
C 0.1329 -0.6235 -0.5501 -0.406
N -1.2378 -0.4854 -0.5294 0.127
O 0.6938 -1.9199 0.5081 -0.231
C 0.1782 -1.9688 1.8031 -0.213
H -0.9945 2.0352 -1.1585 0.063
H 0.2668 3.2189 -1.5606 0.088
H -0.0620 2.7961 0.1366 0.079
H 1.9322 1.3787 -1.3328 0.114
H 0.5243 -0.9757 -1.5090 0.150
H -1.7572 -1.2129 -0.9976 0.106
H -1.6229 -0.2021 0.3609 0.100
H 0.5798 -1.1657 2.4335 0.070
H -0.9238 -1.9007 1.8266 0.063
H 0.4604 -2.9369 2.2345 0.078
```

Calculated values
SMILES   CNO[C@H](N)OC
ΔE to the lowest compared entry with this formula, charge and spin   132.01 kcal/mol
Gap between HOMO and LUMO   9.61 eV

---

3.
Molecular formula: C3H10N2O2
Method: DFT, wB97M-V/def2-TZVPD

Geometry as XYZ:
```
17
Properties=species:S:1:pos:R:3:lowdin_charge:R:1
C -0.4577 1.1093 -0.9719 -0.144
N -0.0889 0.5701 0.3719 0.285
C 0.9792 -0.2347 0.6763 -0.440
N 2.1216 -0.2380 -0.2417 0.213
O 1.1184 -0.6821 1.7715 0.211
C -0.9943 0.0625 -1.9588 -0.027
H 0.3482 1.6327 -1.3768 0.104
H -1.2454 1.8940 -0.7423 0.164
H -0.9127 0.4429 0.9488 0.180
H 2.8637 -0.0348 0.3553 0.092
H 2.1348 0.2256 -1.1121 0.086
H -1.1555 -0.9062 -1.4164 0.104
H -0.3475 -0.1187 -2.8068 0.083
H -2.0076 0.4504 -2.3713 0.133
H -0.4223 -0.8654 2.4813 -0.033
H -0.8085 -2.0934 3.3162 0.052
O -1.1253 -1.2141 3.0768 -0.064
```

Calculated values
Expectation value of S²   0.769
2S+1   2
ΔE to the lowest compared entry with this formula, charge and spin   54.60 kcal/mol
Total charge   +1
Gap between HOMO and LUMO (spin up / spin down)   10.80 / 4.79 eV

---

4.
Molecular formula: C3H10N2O2S2
Method: DFT, wB97M-V/def2-TZVPD

Geometry as XYZ:
```
19
Properties=species:S:1:pos:R:3:lowdin_charge:R:1
S -2.2820 1.1831 -1.6016 -0.093
S -2.4899 1.0378 0.4844 0.183
C -0.9009 1.5049 1.1890 -0.554
C -0.0144 0.2867 1.6376 -0.380
C 1.1807 0.2885 0.7109 -0.553
N 1.1603 -0.6313 -0.2651 0.182
O 2.0633 1.1307 0.8074 0.017
N -0.6894 -0.9960 1.6739 -0.012
H -2.7272 2.4052 -2.1533 -0.273
H -1.0811 2.1531 2.0370 0.044
H -0.3718 2.1131 0.4556 0.053
H 0.3876 0.5110 2.6183 0.132
H 0.4092 -1.2896 -0.2893 0.081
H 1.8079 -0.5155 -1.0418 0.109
H -1.3177 -1.0451 2.4661 0.065
H -1.2954 -1.0980 0.8616 0.015
H 1.6330 -1.8495 -3.6536 0.035
H 2.4911 -2.5062 -2.5547 0.018
O 2.0367 -2.6829 -3.3824 -0.070
```

Calculated values
Expectation value of S²   0.753
2S+1   2
Total charge   -1
Gap between HOMO and LUMO (spin up / spin down)   3.34 / 7.55 eV

---

5.
Molecular formula: C3H10N2O2Si
Method: DFT, wB97M-V/def2-TZVPD

Geometry as XYZ:
```
18
Properties=species:S:1:pos:R:3:lowdin_charge:R:1
C -0.7743 2.3414 -1.4354 -0.035
C 0.2225 1.6098 -0.8432 -0.173
Si -0.0297 -0.1497 -0.1303 0.596
C -1.6954 -0.3267 0.7654 -0.123
O 0.2891 -1.2181 -1.2708 -0.278
N 1.6419 -1.8086 -1.3835 0.054
O 1.3113 -0.1546 1.4604 -0.361
N 0.9020 -1.1229 2.3765 -0.122
H -0.4865 3.2836 -1.7864 0.026
H -1.8124 1.9815 -1.4753 0.057
H 1.1765 1.9948 -0.8197 0.018
H -2.3342 -0.9951 0.2212 0.032
H -1.4281 -0.6704 1.7259 -0.024
H -2.0538 0.7274 0.7611 0.050
H 2.1073 -1.2922 -0.5717 0.078
H 2.0356 -1.3733 -2.1820 0.056
H -0.0626 -0.7989 2.7022 0.073
H 0.9909 -2.0280 1.8855 0.077
```

Calculated values
SMILES   C=C[Si](C)(ON)ON
ΔE to the lowest compared entry with this formula, charge and spin   105.78 kcal/mol
Gap between HOMO and LUMO   9.31 eV

---

6.
Molecular formula: C3H10N2O3
Method: DFT, wB97M-V/def2-TZVPD

Geometry as XYZ:
```
18
Properties=species:S:1:pos:R:3:lowdin_charge:R:1
H -0.0145 0.5963 0.4774 0.008
O -0.1432 1.0734 1.5615 -0.206
N 0.1617 -0.0265 -0.5873 0.041
H 0.4176 1.7999 1.6191 0.007
C -0.1416 0.2548 -1.8861 -0.087
C 0.8748 -1.1872 -0.4867 -0.064
C 0.4009 -0.7227 -2.6689 -0.044
N 1.1088 -1.5969 -1.7606 0.063
H 1.6712 -2.3787 -2.0372 0.144
H 1.1963 -1.7764 0.4192 0.167
H 0.3185 -0.7915 -3.7564 0.113
H -0.6910 1.1287 -2.0694 0.108
O 0.6966 -0.7882 3.3025 -0.228
H 0.3577 -0.1570 2.4351 0.047
H 0.0626 -0.3137 3.8887 0.010
O -2.3292 2.2059 0.6392 -0.142
H -1.8145 1.7297 1.3599 0.015
H -2.9953 1.5282 0.3236 0.049
```

Calculated values
ΔE to the lowest compared entry with this formula, charge and spin   42.53 kcal/mol
Gap between HOMO and LUMO   9.97 eV

---

7.
Molecular formula: C3H10N2O3
Method: DFT, wB97M-V/def2-TZVPD

Geometry as XYZ:
```
18
Properties=species:S:1:pos:R:3:lowdin_charge:R:1
N -0.9544 1.4447 -1.5038 0.021
C 0.4575 1.1251 -1.4480 -0.197
C 0.8751 0.3231 -0.2376 -0.479
O 1.7509 0.6972 0.5167 0.036
N 0.2054 -0.8247 0.0546 0.086
C -0.7292 -1.6371 -0.7277 -0.236
O -2.0510 -1.5242 -0.2757 -0.037
H -1.3491 1.7671 -0.6338 0.081
H -1.5085 0.6857 -1.8623 0.050
H 1.0570 2.0400 -1.4689 0.116
H 0.8121 0.7483 -2.4107 0.124
H 0.3436 -1.1485 1.0016 0.128
H -0.7821 -1.1270 -1.6774 0.107
H -0.3222 -2.6441 -0.6766 0.128
H -2.1718 -1.6993 0.6618 0.092
O 0.7001 0.4079 2.9754 -0.070
H 0.5924 1.3285 2.7340 0.031
H 1.5286 0.1276 2.5727 0.018
```

Calculated values
SMILES   NCC(=O)NCO.O
ΔE to the lowest compared entry with this formula, charge and spin   25.07 kcal/mol
Gap between HOMO and LUMO   10.00 eV

---

8.
Molecular formula: C3H10N2O3
Method: DFT, wB97M-V/def2-TZVPD

Geometry as XYZ:
```
18
Properties=species:S:1:pos:R:3:lowdin_charge:R:1
C 1.7375 2.4691 1.7892 -0.178
C 0.5298 1.8249 1.5480 -0.141
N 0.6948 1.0450 0.4427 0.039
C 1.9308 1.3872 -0.0237 -0.232
N 2.5884 2.2605 0.7279 0.030
H 1.8088 3.4197 2.2985 0.088
H -0.2192 1.7186 2.3220 0.104
H -0.0325 0.5849 -0.0944 0.107
H 2.4794 0.8964 -0.8099 0.102
O -1.8609 0.2383 0.4543 -0.073
H -2.2640 -0.4030 -0.1731 0.006
H -2.4763 0.9710 0.2939 0.067
O -3.1961 -1.8359 -0.7705 -0.048
H -3.8084 -2.1877 -1.4270 0.064
H -2.3187 -2.2371 -0.8830 0.064
O 1.1737 -3.6284 -2.0185 -0.039
H 1.3121 -2.7063 -2.2026 0.019
H 1.9210 -3.8171 -1.4738 0.021
```

Calculated values
SMILES   c1c[nH]cn1.O.O.O
ΔE to the lowest compared entry with this formula, charge and spin   35.92 kcal/mol
Gap between HOMO and LUMO   8.44 eV